# 1
Formula: C16H17NO3
Source: the OMol25 dataset
Level of theory: the ωB97M-V functional and the def2-TZVPD basis

Calculated values
LUMO	0.634	eV
structure (SMILES)	COc1ccc(NC(=O)CCOc2ccccc2)cc1
charge	0

Atoms and positions in Å:
C  0.736378  -5.481567  4.935562
H  1.033904  -6.505836  5.154532
O  0.846878  -5.343120  3.540624
C  0.531104  -4.143029  2.978119
C  0.657453  -4.064780  1.590240
C  0.365856  -2.901770  0.912620
C  -0.063655  -1.777141  1.613972
C  -0.190115  -1.853047  2.995862
C  0.102569  -3.020744  3.677790
H  -0.008724  -3.038226  4.750333
H  -0.522582  -0.987886  3.553411
N  -0.378176  -0.559703  0.991462
C  -0.338066  -0.238689  -0.328633
O  -0.001266  -0.990140  -1.217092
C  -0.714896  1.208518  -0.607039
H  -1.323721  1.640308  0.187994
H  -1.280687  1.243699  -1.539307
C  0.574778  2.029941  -0.775150
O  0.320656  3.362480  -1.145622
C  -0.017017  3.650471  -2.439588
C  -0.315509  4.990467  -2.689448
C  -0.656147  5.405838  -3.959663
C  -0.706166  4.493865  -5.002476
C  -0.409449  3.166654  -4.757140
C  -0.066633  2.735896  -3.485358
H  0.159734  1.692086  -3.334278
H  -0.444206  2.446747  -5.561611
H  -0.974025  4.817256  -5.996784
H  -0.884009  6.446350  -4.137739
H  -0.268832  5.686166  -1.866278
H  1.238239  1.534893  -1.493881
H  1.098003  2.101041  0.183637
H  -0.669844  0.165448  1.632096
H  0.466835  -2.855213  -0.158119
H  0.990455  -4.941091  1.057797
H  -0.292499  -5.324378  5.275928
H  1.403384  -4.791763  5.463231

Cartesian forces, eV/Å:
0.0 0.0 0.2
0.0 0.1 0.0
0.0 0.0 -0.3
0.0 0.1 -0.2
0.0 -0.1 0.4
0.0 0.0 -0.1
0.1 -0.3 0.2
0.0 0.1 -0.3
0.1 -0.3 0.1
0.0 0.0 0.1
0.0 0.1 0.1
-0.1 0.2 0.4
-0.3 0.6 0.1
0.1 -0.2 -0.2
0.3 0.1 -0.2
0.0 0.0 0.0
0.0 -0.1 0.1
0.0 -0.4 0.1
-0.1 0.3 -0.1
-0.1 0.2 -0.1
0.0 -0.1 0.2
0.0 0.0 0.1
0.0 0.0 -0.2
0.0 0.1 -0.1
0.1 -0.2 0.3
0.0 -0.1 0.1
0.0 -0.1 -0.1
0.0 0.0 -0.1
0.0 0.1 0.0
0.0 0.1 0.1
0.0 0.1 0.1
0.0 -0.1 -0.2
0.0 -0.1 -0.3
0.0 0.0 0.0
0.0 -0.1 -0.1
0.0 0.0 0.0
0.0 0.0 0.0

---

# 2
Formula: C16H18B2N6O2Pb
Source: the OMol25 dataset
Level of theory: the ωB97M-V functional and the def2-TZVPD basis

Calculated values
LUMO (spin up / spin down)	-9.348 / -10.742	eV
charge	+2

Atoms and positions in Å:
C  2.993780  0.071612  -0.920563
N  1.722789  0.018903  -1.363503
N  1.770540  -0.134894  -2.735324
C  3.062185  -0.244597  -3.133530
C  3.878254  -0.119563  -2.001374
B  0.474973  0.013824  -3.602670
N  -0.517871  -1.190507  -3.402053
N  -1.155021  -1.295035  -2.174849
C  -2.068602  -2.286420  -2.270265
C  -1.980027  -2.863997  -3.543169
C  -0.995541  -2.151830  -4.221731
Pb  -0.634460  -0.016156  -0.081258
N  -0.239427  1.360186  -3.155790
N  -0.651966  1.598772  -1.866137
C  -1.209414  2.834594  -1.819256
C  -1.142515  3.391197  -3.096837
C  -0.520964  2.445193  -3.903014
H  -1.622346  3.249411  -0.904077
H  -0.257092  2.443951  -4.945105
H  -1.507344  4.360804  -3.399890
H  0.761125  0.111677  -4.769191
H  -0.614100  -2.262820  -5.223089
H  3.304268  -0.382341  -4.164651
H  -2.563728  -3.691306  -3.912160
H  4.948334  -0.156221  -1.977946
H  -2.742516  -2.530548  -1.457464
H  3.231564  0.262410  0.113390
H  -2.624383  -0.851919  1.364697
C  -2.372925  -1.698971  2.023042
H  -3.108637  -2.497891  1.842383
H  -1.356742  -2.084610  1.823894
H  -2.445411  -1.379702  3.070536
O  1.293210  -0.496365  2.809372
B  0.744825  0.503841  1.916482
O  0.094563  1.507816  2.761709
C  0.114913  1.010373  4.017614
C  -0.318003  1.612887  5.170700
C  0.055213  1.039635  6.388888
C  0.747417  -0.165399  6.422485
C  1.098627  -0.823988  5.238584
C  0.828502  -0.196830  4.051226
H  -0.887515  2.532162  5.101916
H  -0.209908  1.544075  7.317851
H  1.018970  -0.608672  7.379807
H  1.602426  -1.782740  5.230307

Cartesian forces, eV/Å:
-0.2 -0.5 -1.5
-0.4 0.1 0.0
0.0 -0.2 0.8
-0.4 0.4 1.6
-0.9 0.1 -0.2
0.1 0.1 -0.1
-0.1 0.2 1.4
-0.3 -0.2 0.1
0.8 0.2 -0.7
0.0 0.1 0.2
-0.2 0.4 0.9
1.5 0.4 -4.3
-0.2 -0.2 0.8
-0.4 0.2 0.5
0.5 -0.7 -1.0
-0.1 0.3 0.0
-0.1 -0.4 0.9
0.1 -0.2 -0.2
0.0 0.1 -0.1
0.1 -0.1 0.0
0.0 -0.1 0.3
0.0 0.1 0.0
0.1 0.0 -0.3
0.0 0.1 0.0
0.2 0.0 0.0
0.2 0.0 -0.1
-0.1 -0.2 0.1
-0.1 -0.3 0.3
-0.1 -0.2 0.1
0.4 0.3 0.1
-0.4 0.1 0.1
0.0 0.0 -0.3
-1.1 0.7 -0.6
0.0 0.1 2.8
0.1 -1.3 -0.4
0.0 1.4 -0.7
-0.4 0.7 0.9
-1.4 2.0 -0.8
1.0 -2.1 -0.6
0.4 -0.7 0.6
1.2 -0.8 -0.5
0.1 0.0 0.2
0.0 -0.1 -0.2
-0.1 0.1 -0.2
0.1 0.1 0.2

---

# 3
Formula: C16H18BiN3OS2
Source: the OMol25 dataset
Level of theory: the ωB97M-V functional and the def2-TZVPD basis

Calculated values
LUMO (spin up / spin down)	-10.452 / -7.961	eV
charge	+2

Atoms and positions in Å:
Bi  0.339492  0.872225  -1.851236
C  -2.741500  1.677746  -0.398528
N  -1.839978  0.501386  -0.185448
C  -1.195668  0.596423  1.131138
C  0.213495  -0.017172  1.178484
N  1.292126  0.773161  0.556125
C  1.407151  2.173022  0.999216
C  2.587393  0.154350  0.547193
C  3.164894  -0.262948  1.748561
C  4.379217  -0.951685  1.767633
C  5.089647  -1.086204  0.585540
C  4.563991  -0.627857  -0.596118
C  3.298735  0.001574  -0.680688
S  2.867198  0.734650  -2.337752
C  -2.531236  -0.748317  -0.515210
C  -3.789775  -1.022686  0.042480
C  -4.530660  -2.078293  -0.419791
C  -3.986475  -2.961750  -1.353010
C  -2.702485  -2.748604  -1.858871
C  -1.917768  -1.662713  -1.430461
S  -0.188344  -1.618726  -1.960459
H  -3.406657  1.803182  0.474730
H  -3.294043  1.577244  -1.352013
H  -2.100961  2.566039  -0.484130
H  -1.795880  0.040452  1.891449
H  -1.152201  1.653235  1.414947
H  0.217186  -0.996843  0.667127
H  0.467817  -0.267766  2.220489
H  1.650600  2.244659  2.077864
H  0.434896  2.663327  0.832040
H  2.200998  2.643556  0.414006
H  2.677646  -0.112199  2.707220
H  4.783663  -1.378786  2.694240
H  6.061891  -1.552803  0.636425
H  5.081142  -0.771074  -1.569899
H  -4.219263  -0.405898  0.853238
H  -5.573410  -2.203614  -0.123333
H  -4.612161  -3.786615  -1.676341
H  -2.293589  -3.429463  -2.624469
O  0.340515  4.465129  -1.656385
N  0.752362  3.550653  -2.366005

Cartesian forces, eV/Å:
1.4 0.2 0.6
0.2 -0.1 -0.1
-0.3 -0.1 -0.8
0.3 -0.9 0.8
0.0 -0.9 0.6
-1.3 0.6 -1.6
-0.5 0.4 0.5
1.0 -0.6 -1.1
0.1 -0.6 0.1
-0.1 0.4 0.1
0.1 -0.3 0.6
-0.7 0.5 -2.1
0.5 0.0 0.6
-1.1 -0.7 1.9
0.3 0.8 1.2
1.1 1.4 0.4
-0.6 -0.7 -0.4
0.7 0.1 -0.7
-0.7 -1.4 -0.5
1.3 0.4 -0.1
-2.4 -0.6 0.6
0.1 0.1 -0.6
0.1 0.0 0.7
-0.2 -0.1 0.1
0.3 0.5 -0.4
-0.2 -0.3 0.0
-0.1 0.3 0.2
-0.1 0.4 -0.2
0.0 -0.1 -0.5
0.6 0.2 0.1
-0.2 0.1 0.1
-0.2 0.0 -0.2
-0.3 0.4 -0.4
0.0 -0.1 -0.3
-0.1 0.1 1.0
0.4 -0.1 -0.7
0.4 -0.1 0.2
0.3 0.0 -0.2
-0.2 0.3 0.6
2.6 -5.8 -4.5
-2.5 6.3 4.4